1.
This record from the OMol25 dataset describes a single C5H8N2 molecule in a non-equilibrium geometry. The level of theory is ωB97M-V/def2-TZVPD.

Summary:
Strongest force on any atom (eV/A): 1.06
Net charge: 0
HOMO-LUMO gap (alpha / beta) (eV): 7.92 / 7.98
Total energy (a.u.): -304.72165
Spin multiplicity: 1
Highest occupied orbital energy (alpha / beta) (eV): -7.254 / -7.230

XYZ file:
```
15
C5H8N2, DFT ωB97M-V/def2-TZVPD
C -1.041 1.372 -0.599
C -0.268 0.111 -0.402
C 1.231 0.082 -0.433
C 1.955 0.661 0.713
N 2.511 1.142 1.607
C -0.469 -1.780 0.912
N -0.924 -1.023 -0.090
H -0.372 2.196 -0.866
H -1.820 1.277 -1.370
H -1.551 1.661 0.332
H 1.574 0.635 -1.322
H 1.558 -0.963 -0.535
H -0.057 -1.248 1.757
H -0.554 -2.856 0.909
H -1.773 -1.266 -0.612
```

Here are the Mulliken charges for atoms 1 to 8, given in e: atom 1 (C): -1.2223, atom 2 (C): 0.4127, atom 3 (C): -0.8255, atom 4 (C): 0.3983, atom 5 (N): -0.4425, atom 6 (C): -0.6700, atom 7 (N): -0.1307, atom 8 (H): 0.3258



2.
This record from the OMol25 dataset describes a single C4H5FO molecule in a non-equilibrium geometry. The level of theory is ωB97M-V/def2-TZVPD.

Summary:
Structure (SMILES): F/C=C\[C@@H]1CO1
Strongest force on any atom (eV/A): 1.29
Net charge: 0
HOMO-LUMO gap (eV): 10.75
Total energy (a.u.): -330.44231
Spin multiplicity: 1
Highest occupied orbital energy (eV): -9.698

XYZ file:
```
11
C4H5FO, DFT ωB97M-V/def2-TZVPD
F 1.919 0.813 1.515
C 0.761 0.182 1.779
C -0.088 -0.245 0.853
C 0.230 -0.091 -0.594
C -0.844 0.074 -1.576
O -0.195 -1.180 -1.395
H 0.541 0.103 2.837
H -1.083 -0.612 1.108
H 1.256 0.154 -0.873
H -1.843 0.178 -1.159
H -0.653 0.626 -2.496
```

Here are the Mulliken charges for atoms 1 to 8, given in e: atom 1 (F): -0.2320, atom 2 (C): -0.1367, atom 3 (C): -0.5646, atom 4 (C): 0.3577, atom 5 (C): -0.4217, atom 6 (O): -0.4095, atom 7 (H): 0.3446, atom 8 (H): 0.2598



3.
This record from the OMol25 dataset describes a single C3H4ClFS molecule in a non-equilibrium geometry. The level of theory is ωB97M-V/def2-TZVPD.

Summary:
Structure (SMILES): FCC(=S)CCl
Strongest force on any atom (eV/A): 1.48
Net charge: 0
HOMO-LUMO gap (eV): 8.64
Total energy (a.u.): -1074.91446
Spin multiplicity: 1
Highest occupied orbital energy (eV): -9.280

XYZ file:
```
10
C3H4ClFS, DFT ωB97M-V/def2-TZVPD
F 0.684 1.749 0.479
C -0.302 1.283 -0.357
C -0.594 -0.204 0.013
S -2.111 -0.743 0.017
C 0.544 -1.168 0.346
Cl 2.225 -0.744 -0.133
H -0.036 1.269 -1.403
H -1.138 2.009 -0.295
H 0.545 -1.366 1.426
H 0.184 -2.085 -0.093
```

Here are the Mulliken charges for atoms 1 to 8, given in e: atom 1 (F): -0.2575, atom 2 (C): -0.3595, atom 3 (C): 0.1856, atom 4 (S): -0.2096, atom 5 (C): -0.4410, atom 6 (Cl): -0.1729, atom 7 (H): 0.2637, atom 8 (H): 0.3265



4.
This record from the OMol25 dataset describes a molecular structure, C49H40N9O3PtTe in a non-equilibrium geometry. The level of theory is ωB97M-V/def2-TZVPD.

Summary:
Strongest force on any atom (eV/A): 3.83
Net charge: +1
HOMO-LUMO gap (eV): 7.82
Total energy (a.u.): -2996.90104
Spin multiplicity: 1
Highest occupied orbital energy (eV): -10.290

XYZ file:
```
103
C49H40N9O3PtTe, DFT ωB97M-V/def2-TZVPD
Pt 0.106 0.263 0.032
C 0.095 3.426 4.572
N -0.345 2.464 3.565
C 0.217 2.265 2.383
N -0.426 1.291 1.746
C -1.407 0.934 2.628
N -1.379 1.618 3.742
C 1.597 3.493 4.713
C 2.205 4.717 4.999
C 3.509 4.742 5.484
C 4.123 3.561 5.882
C 3.489 2.359 5.599
C 2.376 2.334 4.744
C 4.026 1.073 6.033
N 5.160 0.740 6.544
N 5.176 -0.651 6.591
C 4.052 -1.043 6.099
O 3.256 -0.005 5.748
C 3.577 -2.365 5.706
C 4.406 -3.483 5.738
C 3.957 -4.676 5.198
C 2.695 -4.762 4.618
C 1.859 -3.654 4.604
C 0.483 -3.695 3.987
N 0.417 -2.958 2.721
C 0.276 -1.658 2.492
N 0.241 -1.453 1.175
C 0.372 -2.706 0.645
N 0.481 -3.632 1.558
C 2.303 -2.466 5.161
H -0.369 3.123 5.510
H -0.309 4.404 4.304
H 1.036 2.871 2.034
H -2.145 0.180 2.416
H 1.639 5.637 4.929
H 3.999 5.690 5.659
H 5.054 3.565 6.432
H 1.785 1.424 4.815
H 5.395 -3.401 6.168
H 4.600 -5.545 5.211
H 2.368 -5.692 4.171
H -0.255 -3.268 4.666
H 0.185 -4.710 3.739
H 0.201 -0.916 3.267
H 0.351 -2.898 -0.412
H 1.656 -1.599 5.169
C -0.868 -0.072 -6.961
C -0.566 -0.275 -5.503
C -0.354 -1.545 -4.969
C -0.047 -1.763 -3.637
C -0.008 -3.177 -3.161
O -0.489 -3.495 -2.090
C 0.572 -4.224 -4.052
C 1.577 -3.947 -4.976
C 2.089 -4.959 -5.772
C 1.597 -6.251 -5.651
C 0.611 -6.537 -4.716
C 0.106 -5.530 -3.913
C 0.076 -0.665 -2.742
O 0.469 -0.908 -1.520
C -0.156 0.633 -3.265
C -0.476 0.783 -4.630
C 0.035 1.843 -2.491
N 0.161 1.893 -1.197
C 0.670 3.132 -0.588
C 2.150 2.956 -0.266
Te 2.932 4.450 1.069
C 4.066 3.048 2.175
C 3.480 1.867 2.643
C 4.333 0.778 2.882
C 5.696 0.967 3.042
C 6.227 2.237 2.856
C 5.429 3.258 2.352
C 0.162 3.112 -3.275
C 1.362 3.416 -3.907
C 1.503 4.620 -4.579
C 0.443 5.514 -4.633
C -0.762 5.201 -4.021
C -0.905 4.002 -3.340
H -0.997 -1.026 -7.471
H -0.057 0.463 -7.458
H -1.778 0.511 -7.102
H -0.472 -2.406 -5.614
H 1.978 -2.944 -5.057
H 2.868 -4.740 -6.490
H 1.987 -7.038 -6.282
H 0.236 -7.547 -4.615
H -0.656 -5.734 -3.174
H -0.664 1.778 -5.010
H 0.053 3.349 0.280
H 0.563 3.975 -1.264
H 2.725 2.972 -1.191
H 2.341 1.997 0.214
H 2.610 1.530 2.083
H 3.901 -0.213 2.967
H 6.344 0.136 3.286
H 7.287 2.405 2.996
H 5.879 4.195 2.049
H 2.183 2.709 -3.871
H 2.440 4.859 -5.063
H 0.555 6.453 -5.159
H -1.592 5.893 -4.069
H -1.845 3.752 -2.862
```

Here are the Mulliken charges for atoms 1 to 8, given in e: atom 1 (Pt): 0.8210, atom 2 (C): -0.9574, atom 3 (N): 1.1005, atom 4 (C): -0.4110, atom 5 (N): -0.3878, atom 6 (C): -0.5176, atom 7 (N): -1.2007, atom 8 (C): 0.3146



5.
This record from the OMol25 dataset describes 10 unconnected molecules or ions with the total composition C46H120N8O16 in a non-equilibrium geometry. The level of theory is ωB97M-V/def2-TZVPD.

Summary:
Structure (SMILES): COC[C@H](C)N.COC[C@H](C)N.COCCNCCOC.COCCNCCOC.COCCNCCOC.COCCNCCOC.COCCNCCOC.COCCNCCOC.CO.CO
Strongest force on any atom (eV/A): 2.34
Net charge: 0
HOMO-LUMO gap (eV): 8.18
Total energy (a.u.): -3466.04330
Spin multiplicity: 1
Highest occupied orbital energy (eV): -7.977

XYZ file:
```
190
C46H120N8O16, DFT ωB97M-V/def2-TZVPD
C -3.158 4.373 0.294
O -4.112 4.762 -0.668
C -3.541 5.257 -1.937
C -2.790 6.585 -1.784
C -3.648 7.742 -1.264
N -2.276 7.057 -3.055
H -3.591 3.717 1.048
H -2.730 5.251 0.778
H -2.369 3.848 -0.246
H -2.855 4.538 -2.383
H -4.291 5.442 -2.706
H -1.980 6.462 -1.064
H -3.876 7.600 -0.207
H -4.559 7.828 -1.856
H -3.047 8.638 -1.416
H -1.874 7.978 -2.952
H -3.059 7.301 -3.643
C -4.580 0.548 -0.945
O -4.830 1.163 -2.203
C -5.408 0.260 -3.231
C -5.755 1.096 -4.560
C -6.819 2.172 -4.391
N -6.262 0.145 -5.475
H -5.430 -0.102 -0.735
H -4.451 1.270 -0.138
H -3.701 -0.093 -1.015
H -4.620 -0.461 -3.446
H -6.204 -0.337 -2.787
H -4.818 1.498 -4.945
H -7.217 2.564 -5.327
H -6.476 3.017 -3.794
H -7.660 1.797 -3.807
H -6.654 0.650 -6.257
H -5.514 -0.373 -5.914
C 7.917 -6.829 -0.484
O 6.577 -7.390 -0.483
C 5.488 -6.519 -0.194
C 4.119 -7.196 -0.454
N 2.982 -6.294 -0.108
C 2.878 -5.033 -0.783
C 1.606 -4.292 -0.336
O 1.695 -3.076 -0.965
C 0.686 -2.156 -0.619
H 8.712 -7.518 -0.770
H 8.086 -6.372 0.490
H 7.951 -6.078 -1.273
H 5.550 -5.641 -0.837
H 5.537 -6.273 0.866
H 4.028 -8.110 0.132
H 4.043 -7.465 -1.507
H 2.835 -6.147 0.880
H 2.844 -5.161 -1.865
H 3.677 -4.400 -0.399
H 1.608 -4.097 0.736
H 0.656 -4.739 -0.628
H 0.927 -1.195 -1.074
H 0.566 -1.999 0.453
H -0.242 -2.465 -1.100
C 2.360 -1.143 2.329
O 2.437 -2.463 2.839
C 3.692 -3.115 2.807
C 3.459 -4.441 3.502
N 2.615 -5.406 2.747
C 2.370 -6.608 3.561
C 1.689 -7.648 2.689
O 1.189 -8.763 3.476
C 0.587 -9.846 2.730
H 1.314 -0.867 2.466
H 2.496 -1.144 1.247
H 3.111 -0.468 2.740
H 4.315 -2.537 3.489
H 4.102 -3.129 1.797
H 3.055 -4.223 4.491
H 4.436 -4.916 3.590
H 1.731 -4.923 2.685
H 1.633 -6.470 4.352
H 3.254 -6.935 4.109
H 2.383 -8.000 1.926
H 0.814 -7.333 2.121
H 1.313 -10.197 1.996
H -0.271 -9.580 2.112
H 0.390 -10.683 3.400
C 10.423 1.136 0.661
O 9.484 1.797 -0.166
C 8.966 0.964 -1.170
C 7.933 1.562 -2.163
N 6.634 1.849 -1.559
C 5.804 2.637 -2.456
C 4.375 2.840 -1.919
O 3.590 1.681 -2.314
C 2.277 1.555 -1.782
H 11.020 1.769 1.318
H 11.208 0.608 0.119
H 10.048 0.391 1.363
H 8.600 0.006 -0.799
H 9.845 0.704 -1.759
H 7.825 0.881 -3.007
H 8.343 2.484 -2.575
H 6.172 0.986 -1.310
H 5.785 2.257 -3.477
H 6.275 3.616 -2.540
H 3.857 3.705 -2.333
H 4.396 2.887 -0.830
H 1.652 2.380 -2.124
H 2.256 1.551 -0.692
H 1.856 0.638 -2.193
C 2.608 2.645 -5.973
O 1.671 2.601 -7.057
C 0.387 3.034 -6.698
C -0.459 2.082 -5.760
N -1.445 2.916 -5.102
C -2.304 2.113 -4.224
C -1.635 1.670 -2.909
O -0.645 0.642 -3.158
C -1.226 -0.591 -3.698
H 2.217 2.248 -5.036
H 2.972 3.653 -5.777
H 3.482 2.072 -6.284
H -0.075 3.214 -7.669
H 0.484 3.985 -6.176
H 0.175 1.582 -5.028
H -0.872 1.268 -6.355
H -1.067 3.730 -4.639
H -2.720 1.272 -4.778
H -3.082 2.817 -3.928
H -2.429 1.424 -2.204
H -1.174 2.585 -2.538
H -1.597 -0.428 -4.710
H -2.044 -0.943 -3.069
H -0.504 -1.405 -3.765
C -7.425 -6.758 3.151
O -7.384 -5.388 3.506
C -8.578 -4.691 3.137
C -8.441 -3.249 3.670
N -7.249 -2.558 3.078
C -7.282 -1.102 3.175
C -5.960 -0.520 2.524
O -4.855 -0.939 3.300
C -3.620 -0.490 2.701
H -6.542 -7.240 3.570
H -7.365 -6.793 2.064
H -8.301 -7.304 3.503
H -9.476 -5.147 3.554
H -8.731 -4.701 2.058
H -8.372 -3.298 4.757
H -9.335 -2.708 3.362
H -6.374 -2.919 3.430
H -7.403 -0.904 4.240
H -8.095 -0.617 2.634
H -5.921 0.566 2.615
H -5.897 -0.829 1.481
H -3.577 0.540 2.348
H -3.442 -1.137 1.842
H -2.718 -0.699 3.277
C -0.603 5.804 5.819
O -0.737 4.397 5.539
C -1.565 4.090 4.386
C -1.244 2.739 3.816
N 0.107 2.672 3.186
C 1.250 2.453 4.090
C 2.578 2.525 3.323
O 3.119 3.865 3.321
C 4.176 4.030 2.399
H -0.342 5.892 6.873
H -1.548 6.348 5.821
H 0.238 6.185 5.240
H -1.416 4.807 3.578
H -2.621 4.196 4.632
H -2.004 2.505 3.069
H -1.282 1.937 4.552
H 0.377 3.505 2.681
H 1.064 1.462 4.505
H 1.391 3.184 4.886
H 2.436 2.211 2.289
H 3.290 1.947 3.911
H 3.916 4.012 1.340
H 4.987 3.329 2.595
H 4.524 5.056 2.512
C 0.721 4.528 -0.156
O 0.374 4.762 1.196
H 1.791 4.669 -0.309
H 0.470 3.521 -0.487
H 0.171 5.305 -0.687
H 0.417 5.679 1.478
C -1.165 0.655 0.500
O -0.695 0.281 1.776
H -1.387 -0.180 -0.165
H -2.057 1.266 0.638
H -0.368 1.213 0.010
H -0.406 1.060 2.256
```

Here are the Mulliken charges for atoms 1 to 8, given in e: atom 1 (C): -0.3851, atom 2 (O): -0.5016, atom 3 (C): -0.1817, atom 4 (C): 1.0715, atom 5 (C): -1.6342, atom 6 (N): -0.6952, atom 7 (H): 0.2513, atom 8 (H): 0.3041